1.
ORCA calculation (ωB97M-V with the def2-TZVPD basis set) on 6 unconnected molecules or ions with the total composition C28H56F3O7P in a non-equilibrium geometry.

## Properties
- total charge = 0
- HOMO level (eV) = -9.13
- gap between HOMO and LUMO (eV) = 7.993
- maximum force (eV Å⁻¹) = 5.20

Each line ends with the Mulliken charge.
Cartesian coordinates (Å):
1 C 1.04120 -1.20174 1.99837  -0.374
2 C -0.14411 -2.17890 1.33765  -0.016
3 O 0.46063 -3.14862 0.36466  -0.407
4 C 0.53422 -2.49304 -0.97506  0.483
5 C 1.65801 -3.14236 -1.97417  -0.630
6 O 2.72873 -2.22743 -2.39677  -0.407
7 P 2.11643 -0.80436 -3.19162  0.384
8 C 1.19822 0.70382 -3.93395  -0.532
9 C 1.96237 2.14113 -3.74015  -0.530
10 C 1.68439 2.89262 -2.31075  0.183
11 F 2.15983 4.32007 -2.18323  -0.306
12 C 1.05060 2.30424 -1.10030  0.434
13 F -0.31318 1.73502 -1.00089  -0.060
14 F 1.88607 2.22721 0.15623  -0.280
15 H 2.06173 -1.78278 2.04758  0.113
16 H 1.18351 -0.23777 1.31878  -0.092
17 H 0.70588 -0.81130 3.06825  0.308
18 H -0.71276 -2.75144 2.19750  0.127
19 H -0.94723 -1.54411 0.74428  0.183
20 H -0.52454 -2.70510 -1.47631  0.096
21 H 0.64889 -1.34795 -0.76529  -0.142
22 H 2.19775 -4.03572 -1.39461  0.280
23 H 1.09605 -3.66049 -2.88412  0.286
24 H 2.09521 -0.15237 -1.90719  -0.107
25 H 1.03851 -1.64172 -3.72185  -0.010
26 H 3.28456 -0.62945 -4.01514  0.004
27 H 0.05379 0.71897 -3.59473  0.059
28 H 1.15323 0.51009 -5.11122  0.413
29 H 3.12417 2.08241 -3.95593  0.313
30 H 1.52510 2.86306 -4.58435  0.303
31 C 6.89965 -3.16639 -0.11234  -0.568
32 C 5.66571 -2.83751 -0.91232  -0.311
33 C 4.82060 -2.09503 0.09968  0.227
34 O 5.72671 -1.43161 0.99184  -0.422
35 C 7.04808 -1.93891 0.75975  -0.535
36 H 7.78230 -3.36227 -0.72638  0.349
37 H 6.71304 -4.04821 0.51209  0.267
38 H 5.92838 -2.16989 -1.74140  0.273
39 H 5.16290 -3.71524 -1.32619  0.253
40 H 4.21289 -2.78601 0.69349  0.047
41 H 4.15818 -1.35974 -0.36618  -0.167
42 H 7.62111 -1.15699 0.24959  0.287
43 H 7.53182 -2.15881 1.71543  0.288
44 C -4.76583 1.67165 -4.44415  -0.186
45 C -3.95916 2.66670 -5.23780  -0.619
46 C -2.59877 2.56594 -4.58296  -0.428
47 O -2.46704 1.22118 -4.10193  -0.281
48 C -3.74974 0.58348 -4.17452  -0.587
49 H -5.65244 1.30648 -4.96861  0.390
50 H -5.08808 2.12467 -3.49902  -0.053
51 H -3.89545 2.34265 -6.28328  0.304
52 H -4.36812 3.68005 -5.21819  0.344
53 H -2.52143 3.23799 -3.72172  0.268
54 H -1.78249 2.79085 -5.27547  0.293
55 H -3.71667 -0.14052 -4.99596  0.356
56 H -3.94749 0.04577 -3.24315  0.273
57 C -0.05636 3.43193 2.57756  0.447
58 C 1.05789 4.42918 2.39133  -0.503
59 C 0.53758 5.63087 3.14952  -0.506
60 O -0.28320 5.12848 4.21303  -0.397
61 C -0.51704 3.73148 3.98728  -0.532
62 H 0.25623 2.39336 2.44291  0.102
63 H -0.86504 3.64206 1.86747  -0.281
64 H 1.97296 4.05559 2.86583  0.288
65 H 1.28092 4.64914 1.34424  0.240
66 H -0.09082 6.26163 2.51185  0.261
67 H 1.34190 6.24542 3.56407  0.315
68 H 0.06971 3.17147 4.72359  0.288
69 H -1.57594 3.50542 4.13995  0.261
70 C -1.15378 -5.87637 5.65800  -0.541
71 C -0.69795 -6.66107 4.45500  -0.540
72 C -1.02945 -5.71914 3.31812  -0.403
73 O -0.91212 -4.38618 3.83443  -0.333
74 C -0.80299 -4.45863 5.26274  -0.509
75 H -0.67931 -6.18832 6.59183  0.326
76 H -2.23964 -5.97396 5.77511  0.263
77 H 0.38575 -6.81981 4.50474  0.272
78 H -1.18219 -7.63591 4.35639  0.332
79 H -2.06104 -5.85566 2.97673  0.296
80 H -0.35946 -5.84278 2.46238  0.232
81 H 0.23105 -4.21644 5.53132  0.287
82 H -1.46504 -3.71889 5.72118  0.276
83 C -4.52903 3.31120 1.22148  -0.611
84 C -3.48798 2.61928 0.37993  -0.338
85 C -4.29790 2.16270 -0.81389  0.385
86 O -5.35551 3.11567 -0.98831  -0.413
87 C -5.40626 3.95761 0.17177  -0.495
88 H -4.11321 4.03063 1.93141  0.300
89 H -5.10571 2.56745 1.78418  0.300
90 H -2.72813 3.34260 0.06132  0.130
91 H -2.98328 1.79671 0.89292  0.431
92 H -4.75596 1.18455 -0.63286  0.186
93 H -3.70040 2.10435 -1.72825  -0.531
94 H -5.02231 4.94304 -0.11379  0.288
95 H -6.44287 4.06910 0.50148  0.295



2.
ORCA calculation (ωB97M-V with the def2-TZVPD basis set) on a molecular structure, C28H56InO2 in a non-equilibrium geometry.

## Properties
- relative energy (zero: lowest compared OMol25 entry of this formula, charge and spin) (kcal per mole) = 236.48
- total charge = -1
- HOMO level (eV) = -4.46
- gap between HOMO and LUMO (eV) = 6.716
- maximum force (eV Å⁻¹) = 7.60

Each line ends with the Mulliken charge.
Cartesian coordinates (Å):
1 C -1.97763 -4.29342 1.51049  -0.292
2 O -1.24116 -3.78995 0.33818  -0.388
3 C -2.14421 -3.34974 -0.73909  -0.636
4 In -2.22989 -1.04835 -0.91797  0.796
5 C -1.97221 -0.20551 1.16682  -0.520
6 C -3.35965 0.21633 1.93033  0.436
7 O -3.23616 0.99063 3.04339  -0.636
8 C -4.88376 -0.21591 1.51013  0.447
9 C -5.29338 -1.69196 0.91911  0.066
10 C -6.79143 -2.17223 0.45732  -0.438
11 C -8.01456 -1.06551 0.63330  -0.336
12 C -7.64883 0.41272 1.26709  -0.333
13 C -6.11831 0.89569 1.70683  -0.467
14 H -2.39988 -3.45765 2.21315  0.041
15 H -2.85355 -5.04425 1.24428  0.291
16 H -1.18827 -4.90445 2.15842  0.167
17 H -3.21447 -3.82243 -0.56488  0.180
18 H -1.74089 -3.82907 -1.75041  0.223
19 H -1.02539 -0.48132 -2.12483  -0.447
20 H -3.93577 -0.70353 -1.48167  -0.338
21 H -1.28114 0.76082 1.06672  0.126
22 H -1.42338 -0.99079 1.86199  0.010
23 H -4.41054 -2.47109 0.77998  0.009
24 H -6.92371 -3.25512 0.01861  0.284
25 H -9.08614 -1.40039 0.29671  0.263
26 H -8.51890 1.19809 1.42967  0.234
27 H -5.91843 1.98744 2.14514  0.277
28 C 1.29824 -4.09486 8.03594  -1.188
29 C -0.21999 -4.00365 8.06591  -0.414
30 C -0.88749 -4.61455 6.83143  -0.848
31 C -0.54332 -3.94190 5.49761  -0.306
32 C -0.86090 -2.44670 5.41535  -0.340
33 C -2.34326 -2.13642 5.56551  -1.134
34 H 1.72106 -3.53219 7.19896  0.293
35 H 1.71785 -3.68119 8.95889  0.377
36 H 1.62480 -5.13636 7.95359  0.284
37 H -0.52224 -2.95781 8.18802  0.246
38 H -0.58217 -4.53394 8.95422  0.377
39 H -1.97422 -4.59960 6.97672  0.331
40 H -0.60893 -5.67424 6.76569  0.407
41 H -1.08484 -4.46439 4.69827  0.099
42 H 0.52233 -4.08582 5.28161  0.345
43 H -0.52574 -2.07464 4.43965  0.225
44 H -0.29091 -1.89088 6.16692  0.339
45 H -2.92796 -2.65023 4.79571  0.212
46 H -2.51403 -1.06134 5.45963  0.340
47 H -2.72106 -2.43786 6.54645  0.346
48 C 1.06056 6.12939 -0.39206  -1.200
49 C 1.04648 5.63686 -1.83131  -0.249
50 C -0.19376 4.80858 -2.17544  -0.746
51 C -0.35680 3.50797 -1.38056  -0.638
52 C 0.81203 2.52487 -1.48360  -0.295
53 C 1.04869 2.01634 -2.89838  -0.941
54 H 1.08902 5.29944 0.31947  0.281
55 H 1.94663 6.74796 -0.21520  0.382
56 H 0.17592 6.73798 -0.17947  0.284
57 H 1.95857 5.06424 -2.03193  0.143
58 H 1.07766 6.50750 -2.49651  0.358
59 H -0.17645 4.57992 -3.24770  0.317
60 H -1.08755 5.42534 -2.01540  0.385
61 H -1.27252 3.00788 -1.72194  0.341
62 H -0.52170 3.74609 -0.32269  0.295
63 H 0.59935 1.66500 -0.83697  0.213
64 H 1.73068 2.97826 -1.09735  0.278
65 H 0.15360 1.52118 -3.28838  0.230
66 H 1.86708 1.29082 -2.90417  0.327
67 H 1.31973 2.82839 -3.57878  0.222
68 C 7.36261 0.01210 -5.75142  -1.173
69 C 6.92204 1.30769 -6.41594  -0.388
70 C 6.18878 2.25674 -5.46498  -0.781
71 C 4.87490 1.72055 -4.88515  -0.453
72 C 3.82181 1.30871 -5.91698  -0.407
73 C 3.34809 2.46319 -6.78817  -1.210
74 H 6.50849 -0.57246 -5.39834  0.281
75 H 7.91560 -0.60726 -6.46530  0.371
76 H 8.01988 0.21449 -4.89984  0.287
77 H 6.29843 1.07941 -7.28718  0.234
78 H 7.81125 1.82052 -6.80038  0.357
79 H 5.99665 3.20005 -5.98995  0.333
80 H 6.85662 2.50897 -4.63118  0.383
81 H 4.44768 2.49071 -4.22979  0.237
82 H 5.08660 0.86028 -4.23854  0.327
83 H 2.95583 0.89882 -5.38332  0.329
84 H 4.20072 0.50078 -6.55130  0.326
85 H 2.92613 3.26563 -6.17457  0.252
86 H 2.57138 2.11911 -7.47701  0.380
87 H 4.16375 2.87748 -7.38725  0.318